(1)
This record from the Open Molecules 2025 dataset describes a cluster of 2 separate species, C2HBrN2O2 in total. The level of theory is wB97M-V/def2-TZVPD.

HOMO energy	-10.2	eV
DFT total energy	-2910.6049	hartree
energy above the lowest of the compared OMol25 structures with the same formula, charge and spin	115.9	kcal/mol
structure (SMILES)	C#[N+][O-].N#COBr

The geometry in ORCA input format:
```
! RIJCOSX wB97M-V def2-TZVPD def2/J DEFGRID3
* xyz 0 1
C 0.717 1.600 1.623
N 0.270 0.645 1.156
O -0.380 -0.309 0.888
H 1.072 2.338 2.273
N 1.224 -0.445 -1.642
C 0.261 -1.030 -1.459
O -0.768 -1.722 -1.677
Br -2.396 -1.076 -1.162
*
```

---

(2)
This record from the Open Molecules 2025 dataset describes a cluster of 2 separate species, C2HBrNO3 in total. The level of theory is wB97M-V/def2-TZVPD.

HOMO energy	-4.8	eV
DFT total energy	-2931.3179	hartree
energy above the lowest of the compared OMol25 structures with the same formula, charge and spin	10.4	kcal/mol

The geometry in ORCA input format:
```
! RIJCOSX wB97M-V def2-TZVPD def2/J DEFGRID3
* xyz -1 1
C 3.539 0.618 -0.253
C -1.292 0.188 -0.940
N -2.113 -0.411 -0.454
O 3.078 1.447 -0.936
O 4.505 0.092 0.142
O -3.011 -0.965 0.024
Br 1.752 -0.824 0.436
H -0.325 0.686 -1.220
*
```

---

(3)
This record from the Open Molecules 2025 dataset describes a cluster of 2 separate species, C2HBrO2 in total. The level of theory is wB97M-V/def2-TZVPD.

HOMO energy (spin up / spin down)	-8.9 / -8.9	eV
DFT total energy	-2801.1882	hartree
energy above the lowest of the compared OMol25 structures with the same formula, charge and spin	30.1	kcal/mol

The geometry in ORCA input format:
```
! RIJCOSX wB97M-V def2-TZVPD def2/J DEFGRID3
* xyz 0 1
C 1.110 1.074 -0.314
C -1.019 -1.504 0.665
O 0.329 1.846 -0.671
O 1.871 0.375 0.196
Br -2.181 -0.732 -0.376
H -0.110 -1.059 0.501
*
```

---

(4)
This record from the Open Molecules 2025 dataset describes a structure of composition C2HCl2NO. The level of theory is wB97M-V/def2-TZVPD.

HOMO energy	-11.7	eV
DFT total energy	-1127.1152	hartree
energy above the lowest of the compared OMol25 structures with the same formula, charge and spin	37.6	kcal/mol

The geometry in ORCA input format:
```
! RIJCOSX wB97M-V def2-TZVPD def2/J DEFGRID3
* xyz 0 1
C 1.214 -0.111 0.001
C -0.170 -0.354 -0.257
N 2.193 0.168 0.504
O -0.795 1.217 -0.089
Cl -0.530 -0.975 -1.824
Cl -1.111 -1.318 0.836
H -0.801 1.373 0.830
*
```

---

(5)
This record from the Open Molecules 2025 dataset describes a cluster of 2 separate species, C2HCl2NO2 in total. The level of theory is wB97M-V/def2-TZVPD.

HOMO energy (spin up / spin down)	-10.6 / -9.1	eV
DFT total energy	-1202.1886	hartree
energy above the lowest of the compared OMol25 structures with the same formula, charge and spin	79.4	kcal/mol

The geometry in ORCA input format:
```
! RIJCOSX wB97M-V def2-TZVPD def2/J DEFGRID3
* xyz 0 1
C -2.025 -1.067 0.605
C -2.570 0.137 0.374
N -1.208 -1.882 0.472
O 0.030 -0.979 -1.030
O -0.480 0.231 -1.078
Cl -2.455 1.277 1.535
Cl -3.755 0.345 -0.955
H -0.543 -1.645 -1.499
*
```

---

(6)
This record from the Open Molecules 2025 dataset describes a cluster of 2 separate species, C2HCl3O3 in total. The level of theory is wB97M-V/def2-TZVPD.

HOMO energy	-11.4	eV
DFT total energy	-1683.0989	hartree
energy above the lowest of the compared OMol25 structures with the same formula, charge and spin	2.0	kcal/mol
structure (SMILES)	O=C(Cl)Cl.O=C(O)Cl

The geometry in ORCA input format:
```
! RIJCOSX wB97M-V def2-TZVPD def2/J DEFGRID3
* xyz 0 1
O 1.891 0.429 -1.175
C 1.175 1.030 -0.455
Cl 0.245 2.457 -0.745
Cl 1.306 0.785 1.283
O -0.735 -0.111 -0.964
C -0.725 -0.952 -0.125
O -1.306 -0.879 1.090
Cl -0.326 -2.706 -0.301
H -1.524 -0.052 1.391
*
```

---

(7)
This record from the Open Molecules 2025 dataset describes a cluster of 2 separate species, C2HCl4NO5 in total. The level of theory is wB97M-V/def2-TZVPD.

HOMO energy (spin up / spin down)	-10.7 / -10.7	eV
DFT total energy	-2348.1403	hartree
energy above the lowest of the compared OMol25 structures with the same formula, charge and spin	0.0	kcal/mol

The geometry in ORCA input format:
```
! RIJCOSX wB97M-V def2-TZVPD def2/J DEFGRID3
* xyz 0 1
N 1.487 -0.027 3.083
O 2.622 -0.150 2.610
O 0.465 -0.492 1.998
O 0.900 0.353 4.063
C -0.594 -0.342 -2.297
C -0.864 0.359 -0.935
O 0.104 -0.067 -0.245
O 0.141 0.575 1.453
Cl -0.834 2.170 -1.291
Cl -2.568 -0.117 -0.421
Cl 1.033 0.025 -2.864
Cl -0.613 -2.136 -2.043
H -1.278 -0.151 -3.112
*
```

---

(8)
This record from the Open Molecules 2025 dataset describes the molecule C2HCl5. The level of theory is wB97M-V/def2-TZVPD.

HOMO energy	-11.0	eV
DFT total energy	-2377.7649	hartree
energy above the lowest of the compared OMol25 structures with the same formula, charge and spin	0.0	kcal/mol
structure (SMILES)	ClC(Cl)C(Cl)(Cl)Cl

The geometry in ORCA input format:
```
! RIJCOSX wB97M-V def2-TZVPD def2/J DEFGRID3
* xyz 0 1
Cl -0.867 -1.317 -1.451
C -0.727 -0.312 0.000
Cl -0.867 -1.317 1.451
C 0.616 0.408 0.000
Cl 1.953 -0.748 0.000
Cl 0.721 1.438 -1.443
Cl 0.721 1.438 1.443
H -1.549 0.409 0.000
*
```

---

(9)
This record from the Open Molecules 2025 dataset describes a cluster of 2 separate species, C2HClF2NO2 in total. The level of theory is wB97M-V/def2-TZVPD.

HOMO energy (spin up / spin down)	-4.6 / -4.7	eV
DFT total energy	-941.9216	hartree
energy above the lowest of the compared OMol25 structures with the same formula, charge and spin	95.9	kcal/mol

The geometry in ORCA input format:
```
! RIJCOSX wB97M-V def2-TZVPD def2/J DEFGRID3
* xyz -1 1
C -1.608 0.991 -0.102
C 1.408 -0.599 -0.218
N -0.916 -0.203 0.109
O -2.693 0.769 0.588
O -1.179 1.780 -0.850
F 1.643 -1.404 -1.247
F 1.493 -1.268 0.942
Cl 2.712 0.574 -0.256
H -0.860 -0.641 1.034
*
```

---

(10)
This record from the Open Molecules 2025 dataset describes the molecule C2HClF2O2. The level of theory is wB97M-V/def2-TZVPD.

HOMO energy (spin up / spin down)	-10.3 / -9.4	eV
DFT total energy	-887.0070	hartree
energy above the lowest of the compared OMol25 structures with the same formula, charge and spin	137.5	kcal/mol

The geometry in ORCA input format:
```
! RIJCOSX wB97M-V def2-TZVPD def2/J DEFGRID3
* xyz 0 1
C 0.275 0.206 -0.615
C 0.103 0.108 0.912
O -1.605 -1.146 -1.336
O -0.604 -0.325 -1.488
F 0.078 1.296 1.509
F 1.161 -0.606 1.352
Cl 1.538 1.011 -1.281
H -0.945 -0.542 0.947
*
```

---

(11)
This record from the Open Molecules 2025 dataset describes the molecule C2HClF2OS. The level of theory is wB97M-V/def2-TZVPD.

HOMO energy	-10.0	eV
DFT total energy	-1210.1119	hartree
energy above the lowest of the compared OMol25 structures with the same formula, charge and spin	25.6	kcal/mol
structure (SMILES)	O=C(F)[C@H](Cl)SF

The geometry in ORCA input format:
```
! RIJCOSX wB97M-V def2-TZVPD def2/J DEFGRID3
* xyz 0 1
O -1.825 1.375 -0.213
C -0.928 0.661 -0.516
F -0.332 0.463 -1.820
C -0.082 -0.161 0.324
Cl -0.593 -0.160 2.062
S 1.737 0.299 0.264
F 2.267 -1.149 -0.235
H -0.244 -1.327 0.135
*
```

---

(12)
This record from the Open Molecules 2025 dataset describes a cluster of 2 separate species, C2HClN2O2 in total. The level of theory is wB97M-V/def2-TZVPD.

HOMO energy (spin up / spin down)	-9.1 / -9.1	eV
DFT total energy	-796.7389	hartree
energy above the lowest of the compared OMol25 structures with the same formula, charge and spin	161.3	kcal/mol
structure (SMILES)	[O-][N+]#CCl.C#[N+][O-]

The geometry in ORCA input format:
```
! RIJCOSX wB97M-V def2-TZVPD def2/J DEFGRID3
* xyz 0 1
O 1.107 -2.456 0.295
N 1.334 -1.344 -0.143
C 1.014 -0.213 -0.409
Cl 1.554 1.117 -1.197
C -0.957 0.168 0.496
N -1.438 1.207 0.265
O -1.440 2.286 -0.208
H -1.173 -0.767 0.901
*
```

---

- DFT total energy of number 7 (C2HCl4NO5)?
  -2348.1403 hartree

---

Repeat the sixth record exactly.
This record from the Open Molecules 2025 dataset describes a cluster of 2 separate species, C2HCl3O3 in total. The level of theory is wB97M-V/def2-TZVPD.

HOMO energy	-11.4	eV
DFT total energy	-1683.0989	hartree
energy above the lowest of the compared OMol25 structures with the same formula, charge and spin	2.0	kcal/mol
structure (SMILES)	O=C(Cl)Cl.O=C(O)Cl

The geometry in ORCA input format:
```
! RIJCOSX wB97M-V def2-TZVPD def2/J DEFGRID3
* xyz 0 1
O 1.891 0.429 -1.175
C 1.175 1.030 -0.455
Cl 0.245 2.457 -0.745
Cl 1.306 0.785 1.283
O -0.735 -0.111 -0.964
C -0.725 -0.952 -0.125
O -1.306 -0.879 1.090
Cl -0.326 -2.706 -0.301
H -1.524 -0.052 1.391
*
```

---

What did the eleventh record say?
This record from the Open Molecules 2025 dataset describes the molecule C2HClF2OS. The level of theory is wB97M-V/def2-TZVPD.

HOMO energy	-10.0	eV
DFT total energy	-1210.1119	hartree
energy above the lowest of the compared OMol25 structures with the same formula, charge and spin	25.6	kcal/mol
structure (SMILES)	O=C(F)[C@H](Cl)SF

The geometry in ORCA input format:
```
! RIJCOSX wB97M-V def2-TZVPD def2/J DEFGRID3
* xyz 0 1
O -1.825 1.375 -0.213
C -0.928 0.661 -0.516
F -0.332 0.463 -1.820
C -0.082 -0.161 0.324
Cl -0.593 -0.160 2.062
S 1.737 0.299 0.264
F 2.267 -1.149 -0.235
H -0.244 -1.327 0.135
*
```